Below is C7H6O in the gas phase in a non-equilibrium geometry, with properties calculated with the ωB97M-V functional and the def2-TZVPD basis.

CARTESIAN COORDINATES (ANGSTROEM)
C1 2.352 0.451 -0.612
C2 1.703 -0.866 -0.616
C3 0.759 -1.622 -0.252
C4 0.527 0.007 0.366
C5 1.496 1.124 0.157
C6 -0.937 0.202 0.558
C7 -2.028 -0.713 -0.080
O1 -0.069 -0.206 1.570
H1 3.026 0.918 -1.323
H2 1.361 2.131 0.365
H3 -1.328 1.236 0.646
H4 -1.688 -0.971 -1.087
H5 -2.977 -0.097 -0.148
H6 -2.198 -1.594 0.455

Results
Energy   -9396.269 eV
Molar mass   106.12 g mol⁻¹
HOMO-LUMO gap   0.373 Eh
LUMO energy   0.629 eV
Energy above the lowest of the compared OMol25 structures with the same formula, charge and spin   574.19 kJ/mol



Below is a gas-phase ion, C2H7NO4P (charge -1) in a non-equilibrium geometry, with properties calculated with the ωB97M-V functional and the def2-TZVPD basis.

CARTESIAN COORDINATES (ANGSTROEM)
C1 1.236 0.612 1.656
C2 -0.314 -0.507 0.331
N1 0.628 0.629 0.403
O1 -2.469 -1.340 -1.665
O2 -1.988 1.163 -1.317
O3 -0.165 -0.335 -2.339
O4 0.477 -1.703 0.020
P1 -1.497 -0.209 -1.290
H1 1.600 -0.336 1.791
H2 2.011 1.412 1.845
H3 0.505 0.802 2.490
H4 -0.955 -0.662 1.217
H5 0.150 1.428 0.111
H6 0.214 0.548 -2.410
H7 0.565 -1.502 -0.842

Results
Total charge   -1
Energy   -21159.596 eV
Molar mass   140.06 g mol⁻¹
HOMO-LUMO gap   0.328 Eh
LUMO energy   3.748 eV
Energy above the lowest of the compared OMol25 structures with the same formula, charge and spin   78.29 kJ/mol
SMILES string   CN[C@H](O)[P@@](=O)([O-])O



Below is 2 unconnected molecules or ions with the total composition C3H4Cl2O in a non-equilibrium geometry, with properties calculated with the ωB97M-V functional and the def2-TZVPD basis.

CARTESIAN COORDINATES (ANGSTROEM)
C1 -2.092 0.522 -0.558
C2 1.336 -0.088 -0.115
C3 0.529 -0.408 1.112
O1 -3.206 0.413 -0.303
Cl1 -1.441 1.314 -2.024
Cl2 0.412 -1.979 1.569
H1 1.129 -0.866 -0.852
H2 2.336 0.147 -0.014
H3 0.697 0.603 -0.554
H4 0.301 0.342 1.739

Results
Energy   -30264.326 eV
Molar mass   126.97 g mol⁻¹
HOMO-LUMO gap (alpha / beta)   0.361 / 0.230 Eh
LUMO energy (alpha / beta)   0.279 / -1.658 eV
Energy above the lowest of the compared OMol25 structures with the same formula, charge and spin   381.15 kJ/mol



Below is a molecular structure, CH4FOPS in a non-equilibrium geometry, with properties calculated with the ωB97M-V functional and the def2-TZVPD basis.

CARTESIAN COORDINATES (ANGSTROEM)
C1 0.923 -0.454 0.631
O1 -0.272 0.499 -1.641
F1 -0.710 1.877 0.758
P1 -0.650 -0.041 -0.182
S1 -2.296 -0.940 0.327
H1 1.918 -0.122 0.088
H2 0.980 0.105 1.596
H3 1.084 -1.442 0.668
H4 -0.977 0.517 -2.246

Results
Energy   -25991.148 eV
Molar mass   114.08 g mol⁻¹
HOMO-LUMO gap   0.377 Eh
LUMO energy   0.091 eV
Energy above the lowest of the compared OMol25 structures with the same formula, charge and spin   193.05 kJ/mol



Below is 9 unconnected molecules or ions with the total composition C33H55NO24 in a non-equilibrium geometry, with properties calculated with the ωB97M-V functional and the def2-TZVPD basis.

CARTESIAN COORDINATES (ANGSTROEM)
C1 2.767 2.277 -6.350
C2 1.663 2.506 -5.229
C3 1.983 3.354 -3.987
O1 0.929 4.308 -3.920
C4 0.219 4.155 -4.964
O2 -0.705 4.826 -5.210
O3 0.711 3.327 -5.814
H1 3.226 3.155 -6.836
H2 2.401 1.659 -7.161
H3 3.595 1.736 -5.948
H4 1.247 1.555 -4.882
H5 2.890 3.904 -4.085
H6 2.133 2.802 -3.035
C5 5.683 0.337 -2.299
C6 4.777 0.520 -3.598
C7 4.998 -0.537 -4.610
O4 3.771 -1.271 -4.767
C8 2.909 -0.724 -3.846
O5 1.688 -0.975 -3.674
O6 3.475 0.250 -3.086
H7 6.052 -0.640 -2.270
H8 5.170 0.460 -1.320
H9 6.578 1.026 -2.317
H10 4.753 1.573 -3.960
H11 5.732 -1.321 -4.312
H12 5.309 -0.131 -5.578
C9 0.910 -2.175 1.032
C10 2.192 -1.495 1.074
C11 2.577 -0.830 -0.279
O7 2.441 0.547 0.032
C12 2.204 0.720 1.286
O8 2.018 1.689 1.889
O9 2.223 -0.383 1.935
H13 0.041 -1.581 0.707
H14 0.676 -2.703 1.930
H15 0.892 -2.945 0.303
H16 2.893 -2.213 1.493
H17 2.181 -1.191 -1.216
H18 3.588 -0.927 -0.502
C13 -0.536 -1.091 4.322
C14 0.836 -1.326 4.776
C15 1.614 -0.067 5.030
O10 1.762 0.033 6.416
C16 1.403 -1.167 6.982
O11 1.508 -1.481 8.157
O12 0.823 -1.938 6.022
H19 -0.498 -0.897 3.308
H20 -0.876 -0.346 4.965
H21 -1.274 -1.924 4.430
H22 1.449 -1.890 4.015
H23 1.287 0.708 4.337
H24 2.621 -0.120 4.577
C17 -1.153 -2.758 -2.647
C18 -1.628 -1.755 -3.729
C19 -2.514 -2.349 -4.802
O13 -3.515 -1.295 -4.878
C20 -3.498 -0.664 -3.845
O14 -4.241 0.253 -3.631
O15 -2.501 -0.929 -3.068
H25 -0.847 -2.247 -1.820
H26 -0.420 -3.366 -2.894
H27 -2.013 -3.475 -2.282
H28 -0.902 -1.079 -4.098
H29 -2.839 -3.234 -4.533
H30 -1.901 -2.373 -5.727
C21 -3.204 -1.208 0.127
O16 -2.637 -1.840 1.224
C22 -2.139 -3.032 1.305
O17 -1.762 -3.817 0.247
O18 -1.846 -3.344 2.527
C23 -1.394 -4.626 2.845
H31 -2.462 -0.625 -0.418
H32 -3.821 -0.493 0.600
H33 -3.778 -1.785 -0.564
H34 -1.187 -4.589 3.926
H35 -0.542 -4.785 2.202
H36 -2.101 -5.356 2.607
C24 -2.232 1.422 2.664
O19 -1.095 1.354 1.849
C25 -1.259 1.569 0.569
O20 -2.561 1.870 0.035
O21 -0.196 1.400 -0.246
C26 -0.350 1.479 -1.627
H37 -2.447 2.447 2.825
H38 -2.167 0.920 3.626
H39 -3.123 1.165 2.066
H40 0.527 1.203 -2.241
H41 -0.587 2.499 -1.842
H42 -1.214 0.863 -1.908
C27 -4.031 -0.889 5.725
O22 -5.023 -1.179 4.698
C28 -4.826 -2.251 4.045
O23 -3.925 -3.287 4.498
O24 -5.647 -2.592 2.999
C29 -5.413 -3.752 2.208
H43 -2.973 -1.081 5.455
H44 -4.181 -1.493 6.602
H45 -4.120 0.179 5.994
H46 -4.518 -4.350 2.353
H47 -5.638 -3.550 1.263
H48 -6.190 -4.516 2.639
C30 1.127 5.393 -0.328
C31 0.434 4.566 0.635
C32 0.679 5.013 2.128
C33 0.558 3.952 3.100
N1 0.459 3.073 3.862
H49 1.016 4.956 -1.331
H50 2.208 5.447 -0.120
H51 0.748 6.377 -0.328
H52 0.954 3.707 0.533
H53 -0.697 4.461 0.439
H54 -0.061 5.799 2.425
H55 1.688 5.426 2.124

Results
Energy   -85734.160 eV
Molar mass   849.79 g mol⁻¹
HOMO-LUMO gap   0.357 Eh
LUMO energy   -0.179 eV
Energy above the lowest of the compared OMol25 structures with the same formula, charge and spin   402.73 kJ/mol
SMILES string   C[C@H]1COC(=O)O1.C[C@H]1COC(=O)O1.C[C@H]1COC(=O)O1.C[C@H]1COC(=O)O1.C[C@H]1COC(=O)O1.COC(=O)OC.COC(=O)OC.COC(=O)OC.CCCC#N



Below is a molecular structure, C32H56BN3P2RuSSi in a non-equilibrium geometry, with properties calculated with the ωB97M-V functional and the def2-TZVPD basis.

CARTESIAN COORDINATES (ANGSTROEM)
Ru1 0.215 -0.324 0.649
C1 4.567 2.710 -0.987
C2 3.841 1.775 -0.024
C3 4.349 0.334 -0.167
C4 4.091 2.236 1.410
P1 1.975 1.566 -0.328
C5 1.920 1.373 -2.192
N1 1.124 0.228 -2.537
B1 0.054 -0.350 -1.787
N2 -0.254 -1.585 -2.452
C6 -1.073 -2.643 -1.938
P2 -0.908 -2.669 -0.079
C7 -2.498 -3.611 0.358
C8 -2.781 -4.878 -0.448
C9 -2.462 -3.943 1.848
C10 -3.615 -2.585 0.079
C11 0.674 -3.675 0.234
C12 1.789 -3.083 -0.637
C13 1.056 -3.379 1.689
C14 0.562 -5.178 0.002
C15 0.573 -1.725 -3.543
C16 0.677 -2.737 -4.486
C17 1.650 -2.621 -5.461
C18 2.507 -1.524 -5.500
C19 2.410 -0.504 -4.572
C20 1.436 -0.603 -3.590
C21 0.973 3.160 -0.062
C22 -0.464 2.756 -0.417
C23 1.404 4.363 -0.896
C24 1.010 3.540 1.417
H1 5.637 2.658 -0.786
H2 4.249 3.739 -0.849
H3 4.417 2.445 -2.029
H4 5.409 0.276 0.071
H5 4.210 -0.047 -1.178
H6 3.807 -0.318 0.524
H7 5.126 2.039 1.682
H8 3.450 1.705 2.111
H9 3.926 3.303 1.515
H10 2.937 1.212 -2.555
H11 1.533 2.282 -2.666
H12 -0.769 -3.606 -2.360
H13 -2.131 -2.473 -2.171
H14 -2.111 -5.694 -0.196
H15 -2.729 -4.705 -1.520
H16 -3.793 -5.205 -0.213
H17 -1.645 -4.624 2.075
H18 -3.389 -4.426 2.153
H19 -2.333 -3.037 2.443
H20 -4.004 -2.687 -0.931
H21 -3.252 -1.558 0.184
H22 -4.445 -2.725 0.770
H23 1.860 -1.990 -0.467
H24 1.642 -3.264 -1.700
H25 2.742 -3.529 -0.352
H26 1.228 -2.289 1.812
H27 1.979 -3.897 1.949
H28 0.283 -3.685 2.389
H29 0.224 -5.409 -1.006
H30 -0.119 -5.636 0.715
H31 1.541 -5.637 0.139
H32 0.006 -3.581 -4.486
H33 1.744 -3.394 -6.208
H34 3.252 -1.462 -6.277
H35 3.070 0.348 -4.624
H36 -0.560 2.495 -1.471
H37 -1.155 3.570 -0.203
H38 -0.779 1.872 0.187
H39 1.524 4.135 -1.952
H40 2.335 4.777 -0.522
H41 0.647 5.141 -0.813
H42 0.797 2.675 2.042
H43 0.252 4.294 1.618
H44 1.974 3.948 1.707
C25 -0.465 3.506 5.182
Si1 0.119 1.849 5.944
C26 -0.528 1.608 7.719
C27 2.010 1.690 5.978
C28 -0.787 0.617 4.787
C29 -2.079 0.231 5.117
C30 -2.942 -0.279 4.156
C31 -2.494 -0.349 2.851
N3 -1.234 -0.091 2.520
C32 -0.382 0.327 3.474
S1 1.263 0.404 2.935
H45 -0.237 4.337 5.839
H46 -1.538 3.516 5.003
H47 0.025 3.697 4.232
H48 -0.011 2.286 8.391
H49 -0.342 0.598 8.078
H50 -1.589 1.813 7.817
H51 2.417 2.332 6.753
H52 2.467 1.977 5.038
H53 2.319 0.673 6.201
H54 -2.422 0.358 6.131
H55 -3.955 -0.558 4.398
H56 -3.161 -0.625 2.046

Results
Total charge   +1
Energy   -79109.136 eV
Expectation value of S²   0.941
Molar mass   716.80 g mol⁻¹
HOMO-LUMO gap (alpha / beta)   0.230 / 0.260 Eh
LUMO energy (alpha / beta)   -4.071 / -3.226 eV
Multiplicity   2



Below is C2H3NO2 in the gas phase in a non-equilibrium geometry, with properties calculated with the ωB97M-V functional and the def2-TZVPD basis.

CARTESIAN COORDINATES (ANGSTROEM)
N1 1.964 0.345 -0.552
C1 0.767 0.015 -0.367
O1 -0.020 0.950 0.267
C2 -1.237 0.769 0.730
O2 -1.664 -0.490 0.610
H1 2.451 -0.394 -1.051
H2 0.251 -0.898 -0.662
H3 -2.511 -0.296 1.024

Results
Energy   -7705.034 eV
Molar mass   73.05 g mol⁻¹
HOMO-LUMO gap   0.377 Eh
LUMO energy   0.724 eV
Energy above the lowest of the compared OMol25 structures with the same formula, charge and spin   271.05 kJ/mol



Below is 2 unconnected molecules or ions with the total composition C4H14N2 in a non-equilibrium geometry, with properties calculated with the ωB97M-V functional and the def2-TZVPD basis.

CARTESIAN COORDINATES (ANGSTROEM)
C1 0.312 0.199 -2.694
C2 1.736 0.757 -2.664
N1 2.708 -0.350 -2.837
H1 -0.029 0.085 -3.719
H2 -0.298 0.885 -2.107
H3 0.252 -0.781 -2.221
H4 2.039 1.275 -1.757
H5 1.797 1.496 -3.475
H6 2.515 -0.816 -3.722
H7 3.644 0.051 -2.936
C3 -2.079 -0.194 3.840
C4 -1.705 -0.235 2.371
N2 -0.240 -0.236 2.109
H8 -1.802 -1.151 4.281
H9 -3.151 -0.022 3.923
H10 -1.555 0.595 4.379
H11 -2.062 0.593 1.756
H12 -2.173 -1.121 1.925
H13 0.206 -1.090 2.393
H14 -0.116 0.062 1.155

Results
Energy   -7354.731 eV
Molar mass   90.17 g mol⁻¹
HOMO-LUMO gap   0.366 Eh
LUMO energy   0.981 eV
Energy above the lowest of the compared OMol25 structures with the same formula, charge and spin   37.21 kJ/mol
SMILES string   CCN.CCN



Below is a molecular structure, C5H10NO in a non-equilibrium geometry, with properties calculated with the ωB97M-V functional and the def2-TZVPD basis.

CARTESIAN COORDINATES (ANGSTROEM)
C1 -2.109 0.177 0.637
O1 -3.115 0.539 -0.165
C2 -0.716 -0.096 0.003
C3 0.532 0.201 0.576
C4 1.777 -0.407 0.048
C5 2.566 -1.070 0.957
N1 2.176 -0.127 -1.207
H1 -1.911 0.928 1.436
H2 -2.386 -0.774 1.156
H3 -0.796 -0.936 -0.678
H4 -0.111 0.896 -0.437
H5 -2.090 1.129 -2.195
H6 0.600 0.791 1.484
H7 3.323 -1.665 0.461
H8 2.294 -1.190 1.996
H9 1.384 0.148 -1.789
H10 -1.419 1.455 -2.282

Results
Total charge   -1
Energy   -8879.069 eV
Molar mass   100.14 g mol⁻¹
HOMO-LUMO gap   0.233 Eh
LUMO energy   3.180 eV
Energy above the lowest of the compared OMol25 structures with the same formula, charge and spin   487.10 kJ/mol



Below is a gas-phase ion, C4H11N2O (charge +1) in a non-equilibrium geometry, with properties calculated with the ωB97M-V functional and the def2-TZVPD basis.

CARTESIAN COORDINATES (ANGSTROEM)
C1 0.753 0.313 -0.492
C2 -0.750 0.336 -0.513
C3 1.198 1.563 0.297
C4 -2.871 -0.613 0.150
N1 2.718 -1.023 -0.004
N2 -1.447 -0.599 0.002
O1 1.262 -0.893 0.082
H1 1.126 0.412 -1.524
H2 -1.224 1.223 -0.912
H3 0.689 1.614 1.255
H4 1.009 2.466 -0.273
H5 2.268 1.470 0.469
H6 -3.298 -1.476 -0.357
H7 -3.129 -0.697 1.208
H8 -3.306 0.303 -0.247
H9 3.056 -1.064 0.956
H10 -0.935 -1.412 0.354
H11 2.882 -1.922 -0.450

Results
Total charge   +1
Energy   -9345.554 eV
Molar mass   103.14 g mol⁻¹
HOMO-LUMO gap   0.353 Eh
LUMO energy   -4.403 eV
Energy above the lowest of the compared OMol25 structures with the same formula, charge and spin   318.70 kJ/mol
SMILES string   C/[NH+]=C/[C@@H](C)ON



Below is a molecular structure, C40H38GeS4SbSiTc, with properties calculated with the ωB97M-V functional and the def2-TZVPD basis.

CARTESIAN COORDINATES (ANGSTROEM)
Tc1 -0.353 0.228 -0.495
C1 -0.222 2.559 -3.583
C2 0.408 1.373 -2.924
C3 -0.267 0.141 -2.914
C4 0.341 -1.000 -2.334
C5 -0.274 -2.364 -2.503
C6 1.579 -0.843 -1.676
C7 2.270 0.386 -1.703
C8 3.629 0.524 -1.086
C9 1.664 1.477 -2.317
H1 -0.144 2.456 -4.670
H2 0.263 3.484 -3.278
H3 -1.279 2.617 -3.325
H4 -1.239 0.038 -3.383
H5 -0.033 -2.747 -3.498
H6 -1.356 -2.315 -2.410
H7 0.114 -3.063 -1.762
H8 2.039 -1.710 -1.215
H9 4.301 1.054 -1.761
H10 4.059 -0.447 -0.847
H11 3.549 1.133 -0.182
H12 2.163 2.438 -2.296
S1 2.277 3.641 0.454
Sb1 0.236 3.237 1.296
S2 -1.243 2.406 -0.407
S3 0.230 0.671 1.814
S4 -0.760 4.309 2.972
C10 2.538 -4.365 0.468
C11 3.664 -3.563 0.617
C12 3.539 -2.291 1.167
C13 2.295 -1.798 1.570
C14 1.178 -2.625 1.427
C15 1.295 -3.897 0.881
Si1 2.181 -0.083 2.299
C16 2.271 -0.080 4.158
C17 1.229 -0.562 4.956
C18 1.346 -0.586 6.340
C19 2.510 -0.124 6.947
C20 3.551 0.365 6.170
C21 3.431 0.386 4.785
H13 2.630 -5.354 0.036
H14 4.635 -3.927 0.304
H15 4.425 -1.671 1.277
H16 0.200 -2.260 1.721
H17 0.416 -4.523 0.773
H18 3.324 0.708 1.785
H19 0.312 -0.910 4.491
H20 0.529 -0.958 6.947
H21 2.601 -0.137 8.027
H22 4.453 0.737 6.642
H23 4.244 0.784 4.186
C22 -1.698 -0.669 -0.118
Ge1 -3.646 -0.910 -0.041
C23 -4.102 -0.667 -1.909
C24 -4.202 -1.752 -2.781
C25 -4.349 -1.546 -4.151
C26 -4.386 -0.253 -4.659
C27 -4.275 0.835 -3.799
C28 -4.131 0.632 -2.431
C29 -3.939 -2.718 0.564
C30 -2.968 -3.352 1.344
C31 -3.172 -4.647 1.810
C32 -4.345 -5.321 1.494
C33 -5.317 -4.700 0.717
C34 -5.116 -3.404 0.257
C35 -4.275 0.530 1.060
C36 -3.529 0.917 2.177
C37 -3.927 2.004 2.940
C38 -5.079 2.706 2.598
C39 -5.832 2.319 1.497
C40 -5.430 1.236 0.723
H24 -4.163 -2.766 -2.396
H25 -4.432 -2.394 -4.819
H26 -4.499 -0.092 -5.724
H27 -4.301 1.845 -4.193
H28 -4.018 1.486 -1.770
H29 -2.045 -2.834 1.583
H30 -2.415 -5.128 2.418
H31 -4.504 -6.330 1.854
H32 -6.233 -5.225 0.472
H33 -5.885 -2.929 -0.345
H34 -2.613 0.393 2.434
H35 -3.325 2.324 3.780
H36 -5.376 3.568 3.182
H37 -6.726 2.871 1.230
H38 -6.018 0.948 -0.140

Results
Energy   -158569.711 eV
Molar mass   967.47 g mol⁻¹
HOMO-LUMO gap   0.260 Eh
LUMO energy   -0.588 eV
Energy above the lowest of the compared OMol25 structures with the same formula, charge and spin   0.00 kJ/mol